DFT (ωB97M-V/def2-TZVPD) results for a structure of composition C18H27Cl3HfN2O4 at a distorted geometry.

Geometry as ORCA input:
```
! RIJCOSX wB97M-V def2-TZVPD def2/J DEFGRID3
* xyz -2 1
C -0.4972 0.7852 -3.1341
C -0.6457 -0.6276 -3.3999
C 0.6654 -1.1969 -3.4232
C -1.8874 -1.3280 -3.8197
C 1.6156 -0.1642 -3.1717
C 0.9133 1.0614 -3.0325
C 1.5282 2.3918 -2.8529
C -1.5729 1.8029 -3.1845
C 0.9701 -2.6062 -3.7457
C 3.0843 -0.3347 -3.1390
Hf -0.5376 -0.2406 -0.4610
Cl -3.2346 -3.8136 -0.8628
Cl -2.8278 -0.6500 -0.7986
Cl 0.3817 -2.4369 -0.6778
H -2.7768 -0.7330 -3.5734
H -1.9872 -2.2923 -3.2930
H -1.9043 -1.5232 -4.9068
H 0.1932 -3.2813 -3.3682
H 1.9294 -2.9178 -3.3181
H 1.0264 -2.7316 -4.8349
H 3.3807 -1.2467 -2.5992
H 3.5796 0.5210 -2.6624
H 3.4560 -0.4112 -4.1719
H 2.4553 2.3325 -2.2675
H 0.8473 3.0807 -2.3401
H 1.7708 2.8173 -3.8360
H -2.5145 1.4118 -2.7757
H -1.7586 2.1224 -4.2217
H -1.2866 2.6942 -2.6111
O 0.3474 1.4925 -0.4536
H 0.5628 2.1746 0.1944
C -2.1052 -1.4841 4.3520
C -1.4487 -0.1240 4.6185
C -0.1686 0.1366 3.8122
C 0.3868 1.5528 4.0367
C -0.5381 2.7305 3.6579
C 0.9411 -0.8902 4.1528
O 1.0359 -1.5158 5.2049
N 1.8588 -1.0717 3.1153
C 1.7263 -0.7049 1.7552
O 2.6492 -0.6281 0.9613
N 0.4045 -0.4305 1.4650
C -0.5316 0.0000 2.3237
O -1.6730 0.1951 1.8132
H -2.4278 -1.5562 3.3021
H -2.9967 -1.5801 4.9917
H -1.4076 -2.3048 4.5786
H -2.1644 0.6608 4.3480
H -1.2497 -0.0223 5.6953
H 0.6967 1.6808 5.0863
H 1.3148 1.6608 3.4561
H -1.4692 2.7244 4.2499
H -0.0200 3.6900 3.8453
H -0.7968 2.6911 2.5858
H 2.7066 -1.5628 3.3348
*
```

As for the total energy: -2541.45973 a.u.

---

DFT (ωB97M-V/def2-TZVPD) results for a structure of composition C18H27Cl3KN4OPSTe.

Geometry as ORCA input:
```
! RIJCOSX wB97M-V def2-TZVPD def2/J DEFGRID3
* xyz 0 1
K -0.9635 0.6630 -1.2218
Cl 4.9057 3.1020 -1.2438
C 4.5154 1.4298 -1.6296
Cl 4.7915 1.1070 -3.3420
Cl 5.4719 0.3213 -0.6289
C 3.0953 1.1917 -1.3314
N 1.9906 1.0151 -1.0886
O -1.6167 -1.7934 -0.6204
P -2.1481 -2.9643 0.1250
N -3.3014 -2.4273 1.1752
C -4.3506 -3.2390 1.7952
C -5.4054 -2.2125 2.2033
C -4.5623 -0.9850 2.5445
C -3.5003 -0.9881 1.4518
N -0.8966 -3.7484 0.8872
C -1.0925 -4.8491 1.8511
C -0.0551 -4.5988 2.9465
C 1.0406 -3.8315 2.2127
C 0.2372 -2.9043 1.3146
N -2.8747 -4.1024 -0.8173
C -2.8636 -5.5683 -0.7227
C -4.1474 -5.9908 -1.4380
C -4.3682 -4.8751 -2.4545
C -3.9860 -3.6317 -1.6633
H -3.9829 -3.7766 2.6766
H -4.7368 -3.9814 1.0907
H -6.0232 -2.5587 3.0310
H -6.0586 -1.9926 1.3558
H -4.0951 -1.1191 3.5235
H -5.1286 -0.0556 2.5599
H -2.5755 -0.5031 1.7629
H -3.8553 -0.4723 0.5563
H -0.9146 -5.8110 1.3647
H -2.1068 -4.8589 2.2555
H 0.2909 -5.5243 3.4047
H -0.4820 -3.9709 3.7319
H 1.6394 -4.5133 1.6047
H 1.7070 -3.2877 2.8807
H 0.7893 -2.5490 0.4467
H -0.1030 -2.0303 1.8840
H -2.8538 -5.9195 0.3080
H -1.9812 -5.9752 -1.2258
H -4.9786 -6.0121 -0.7287
H -4.0616 -6.9803 -1.8845
H -5.3876 -4.8303 -2.8344
H -3.6901 -4.9980 -3.3015
H -4.8282 -3.2744 -1.0575
H -3.6565 -2.8073 -2.2951
Te -3.3823 2.5776 -0.1486
C -2.3955 3.9810 -1.3683
C -1.8174 5.1774 -1.0483
C -1.2075 5.8371 -2.1563
C -1.3135 5.1351 -3.3154
S -2.1815 3.6740 -3.0547
H -1.8309 5.5733 -0.0428
H -0.7120 6.7962 -2.0884
H -0.9503 5.4096 -4.2926
*
```

As for the total energy: -3984.49621 a.u.

---

DFT (ωB97M-V/def2-TZVPD) results for a structure of composition C18H27ClLaN at a distorted geometry.

Geometry as ORCA input:
```
! RIJCOSX wB97M-V def2-TZVPD def2/J DEFGRID3
* xyz 2 1
C 1.2831 1.9889 -1.9231
H 2.2181 2.3450 -1.4340
H 1.4629 1.8178 -2.9883
H 0.4358 -0.9041 2.0676
C 0.1043 2.9291 -1.6587
H -0.8041 2.5710 -2.1713
H -0.1601 2.9542 -0.5771
C 0.3689 4.3904 -2.1062
H -0.5310 5.0043 -1.9983
H 1.1610 4.8349 -1.4957
H 0.6887 4.4132 -3.1534
C -0.6469 -1.6997 -0.0813
C -1.2863 -0.8300 -1.0426
C -0.3850 -0.6633 -2.1515
C 0.8519 -1.3359 -1.8360
C 0.6849 -1.9963 -0.5636
C 1.6874 -2.8686 0.1103
C 2.0907 -1.2942 -2.6620
C -0.7435 -0.0913 -3.4816
C -2.7176 -0.4121 -1.0139
C -1.3535 -2.4061 1.0287
La 0.6845 0.4437 -0.1702
H 2.9266 -1.7770 -2.1406
H 1.9182 -1.8321 -3.6069
H 2.3921 -0.2653 -2.9165
H 2.7042 -2.6429 -0.2353
H 1.6734 -2.7644 1.2068
H 1.4854 -3.9274 -0.1194
H -2.2837 -1.8902 1.2975
H -1.6168 -3.4360 0.7335
H -0.7408 -2.4830 1.9350
H -2.8810 0.4966 -1.6055
H -3.3698 -1.1987 -1.4311
H -3.0563 -0.2114 0.0101
H -0.0815 0.7341 -3.7593
H -0.6641 -0.8568 -4.2704
H -1.7756 0.2806 -3.4876
Cl -1.3981 2.8944 4.2837
C -0.6610 1.3469 4.2204
C -0.4812 0.6047 5.3874
C 0.1231 -0.6550 5.2992
C 0.5261 -1.1412 4.0763
N 0.3206 -0.3896 2.9505
C -0.2647 0.8522 2.9826
H -0.8048 1.0078 6.3412
H 0.2681 -1.2593 6.1908
H 1.0240 -2.0956 3.9131
H -0.3768 1.4179 2.0466
*
```

As for the total energy: -1247.96181 a.u.

---

DFT (ωB97M-V/def2-TZVPD) results for a cluster of 10 separate species, C18H27ClN9O4 in total at a distorted geometry.

Geometry as ORCA input:
```
! RIJCOSX wB97M-V def2-TZVPD def2/J DEFGRID3
* xyz -1 1
Cl -17.7997 2.7294 -11.1300
O -17.7186 4.1333 -11.5573
O -19.1405 2.3096 -11.4203
O -16.7776 1.9984 -11.8441
O -17.6134 2.6794 -9.6878
C -17.1341 0.1760 -7.7230
C -16.3057 0.2097 -6.5207
N -15.6455 0.2571 -5.5836
H -17.7112 -0.7511 -7.7324
H -16.6506 0.2791 -8.6886
H -17.8766 0.9717 -7.6505
C -17.6790 6.0689 -8.6826
C -17.2649 7.3076 -8.0179
N -16.9374 8.2983 -7.5558
H -16.9642 5.7886 -9.4492
H -18.6616 6.2516 -9.1171
H -17.8068 5.3058 -7.9189
C -18.3595 3.9178 -15.1735
C -18.7759 2.9048 -16.1351
N -19.1059 2.0826 -16.8634
H -18.4107 3.5050 -14.1650
H -19.0682 4.7408 -15.2696
H -17.3408 4.2592 -15.3458
C -15.5136 -1.2207 -11.6208
C -16.7774 -1.7561 -12.1443
N -17.7713 -2.1487 -12.5641
H -14.7317 -1.9425 -11.8371
H -15.6588 -0.9008 -10.5940
H -15.3093 -0.3121 -12.1911
C -15.0755 4.3076 -7.5807
C -14.5074 4.6555 -6.2905
N -14.0607 4.9098 -5.2661
H -16.0760 3.8905 -7.5122
H -14.4289 3.5760 -8.0628
H -15.1148 5.2290 -8.1598
C -21.2932 1.9733 -9.0622
C -21.8090 1.8224 -7.6812
N -22.2307 1.7261 -6.6192
H -20.2956 1.5358 -9.0656
H -21.1909 3.0474 -9.1903
H -21.8965 1.4555 -9.7983
C -21.5541 4.8869 -12.0807
C -23.0188 4.8441 -12.1767
N -24.1650 4.8636 -12.2378
H -21.1207 4.5290 -11.1488
H -21.3561 5.9449 -12.2190
H -21.0294 4.2797 -12.8169
C -19.1023 7.0881 -13.1227
C -18.1469 8.1541 -12.8231
N -17.3573 8.9554 -12.5910
H -19.7204 6.9971 -12.2350
H -18.6221 6.1991 -13.5117
H -19.7919 7.4879 -13.8719
C -14.9970 5.1039 -13.3695
C -14.4741 5.6815 -14.5962
N -14.0706 6.1184 -15.5797
H -15.3146 4.0727 -13.5103
H -15.8803 5.6818 -13.0975
H -14.2183 5.1785 -12.6132
*
```

As for the total energy: -1955.80207 a.u.

---

> Look up the total energy of the second one.

-3984.49621 a.u.

---

> Which of these has the lowest total energy?

C18H27Cl3KN4OPSTe